[1]
C12H19Cl2FINO2Sr | ωB97M-V/def2-TZVPD

Last column: Mulliken charge in e.
Positions of all 39 atoms, in Å:
I -5.1169 1.5086 1.2223  0.121
Sr -6.8253 3.9585 1.5228  1.542
Cl 0.0901 0.9826 -2.6810  -0.159
Cl 1.3411 -3.5898 -0.3293  -0.177
F -0.3732 2.1308 -0.5416  -0.378
O -1.2479 -1.9331 1.0147  -0.564
O 2.0707 2.3399 0.2625  -0.363
N 0.3349 -0.2891 1.0134  -0.497
C -0.1528 0.8652 -0.8891  0.331
C 2.3238 -2.0896 -0.3223  0.342
C 1.0186 0.1436 -0.2312  1.620
C 2.2693 0.9523 0.2236  -1.412
C -3.9151 0.1985 -0.1580  -0.067
C 2.5565 2.9207 1.4465  -0.788
C -3.9480 -1.1593 0.4851  -1.466
C -1.3791 -0.0714 -0.5793  -0.063
C -2.5465 0.8803 -0.3067  -1.122
C 1.5468 -1.0056 -1.1160  -2.274
C -0.8372 -0.9297 0.5699  -0.257
C 3.6778 -2.3511 -0.9772  -1.470
H -3.5218 -1.9144 -0.1630  0.396
H -4.9528 -1.4679 0.7432  0.460
H 2.0374 2.5490 2.3310  0.335
H -2.6273 1.5456 -1.1524  0.299
H 4.1492 -1.4012 -1.1883  0.360
H 3.6205 2.7407 1.5920  0.326
H 3.5175 -2.9150 -1.8830  0.374
H 0.7651 -1.5037 -1.6755  0.774
H 0.8313 -0.9937 1.5532  0.476
H 4.2925 -2.9246 -0.3000  0.405
H -3.4070 -1.1208 1.4178  0.524
H 2.5135 0.6134 1.2268  0.575
H -1.5521 -0.5732 -1.5173  0.674
H -4.4850 0.1711 -1.0766  0.503
H 2.2238 -0.6011 -1.8477  0.878
H 3.1252 0.6762 -0.3888  0.440
H 2.4199 3.9913 1.4143  0.262
H 2.5162 -1.7870 0.6992  0.403
H -2.3539 1.4534 0.5860  0.638

The net charge is +2. The calculation puts the highest occupied orbital energy at -0.50283 Eh. The spin multiplicity is 1. The calculation puts the LUMO energy at -9.284 eV.

=====

[2]
C2H3IN2O | ωB97M-V/def2-TZVPD

Last column: Mulliken charge in e.
Positions of all 9 atoms, in Å:
I 3.2712 1.3205 0.1963  0.022
O -1.1674 -1.6271 -0.0401  -0.240
N 0.7622 -1.2724 0.2589  -0.233
N 0.0518 -2.3389 0.2314  -0.220
C -0.5772 0.7961 -0.1706  -0.853
C -0.3461 -0.5494 0.0230  0.741
H 0.0226 1.2034 0.6197  0.252
H -1.7311 1.0870 -0.0329  0.259
H -0.2861 1.3809 -1.0859  0.272

The net charge is 0. The calculation puts the highest occupied orbital energy (spin up / spin down) at -0.38137 / -0.33952 Eh. The spin multiplicity is 1. The calculation puts the LUMO energy (spin up / spin down) at -1.131 / -3.236 eV.

=====

no.,largest force on an atom (eV/A)
1,2.69
2,5.41